Entry 1:
The following is a quantum chemistry calculation of a single C4H8O2 molecule, from the OMol25 dataset.

Results
Spin multiplicity ... 1
HOMO energy ... -9.96 eV
SMILES ... CC(=O)CCO
Strongest force on any atom ... 0.009 Eh/bohr

Each line ends with the natural charge from an NBO analysis.
Atoms and positions in Å:
C1 2.08338 -0.04985 -0.39906  -0.720
C2 0.71525 0.35591 0.09618  0.613
O1 0.51539 1.46513 0.55646  -0.572
C3 -0.40431 -0.65970 -0.03740  -0.543
C4 -1.74344 -0.11463 0.45316  -0.058
O2 -2.13132 1.03111 -0.26683  -0.722
H1 2.36109 -1.04476 -0.03717  0.228
H2 2.06735 -0.09574 -1.49437  0.239
H3 2.82153 0.69062 -0.08552  0.239
H4 -0.47922 -0.94217 -1.09621  0.233
H5 -0.11953 -1.57007 0.50921  0.229
H6 -1.68322 0.09261 1.53224  0.166
H7 -2.52629 -0.86487 0.30371  0.182
H8 -1.47665 1.70639 -0.03442  0.485



Entry 2:
The following is a quantum chemistry calculation of a single C4H8O2 molecule, from the OMol25 dataset.

Results
Spin multiplicity ... 1
HOMO energy ... -10.18 eV
SMILES ... C[C@H]1O[C@H]1CO
Strongest force on any atom ... 0.009 Eh/bohr

Each line ends with the natural charge from an NBO analysis.
Atoms and positions in Å:
C1 0.12091 -0.53024 -1.69327  -0.643
C2 -0.89067 0.08747 -0.76217  0.073
O1 -1.23362 -0.65216 0.40739  -0.508
C3 -0.57498 0.60603 0.57730  0.024
C4 0.80514 0.50315 1.20980  -0.090
O2 0.80099 -0.41857 2.27331  -0.708
H1 0.89661 -1.06311 -1.13833  0.220
H2 0.60064 0.23108 -2.31950  0.220
H3 -0.37257 -1.24901 -2.35479  0.223
H4 -1.76477 0.51699 -1.25707  0.183
H5 -1.22503 1.38053 0.98692  0.186
H6 1.09601 1.47302 1.62508  0.184
H7 1.55482 0.22513 0.45483  0.159
H8 0.18652 -1.11033 1.99049  0.477



Entry 3:
The following is a quantum chemistry calculation of a single C4H8O2 molecule, from the OMol25 dataset.

Results
Spin multiplicity ... 1
HOMO energy ... -9.67 eV
SMILES ... C[C@@H](O)CC=O
Strongest force on any atom ... 0.010 Eh/bohr

Each line ends with the natural charge from an NBO analysis.
Atoms and positions in Å:
C1 -1.66296 -0.25584 -0.44282  -0.628
C2 -0.26648 0.33605 -0.32773  0.104
O1 -0.28694 1.47785 0.51762  -0.725
C3 0.71603 -0.65327 0.29441  -0.530
C4 2.11311 -0.09508 0.43014  0.443
O2 3.11345 -0.71854 0.15918  -0.519
H1 -2.37309 0.51578 -0.76438  0.205
H2 -1.70177 -1.07283 -1.16982  0.220
H3 -1.98797 -0.63204 0.53337  0.213
H4 0.09789 0.61802 -1.33059  0.160
H5 -1.04955 2.01131 0.26176  0.471
H6 0.76466 -1.58299 -0.28162  0.231
H7 0.35364 -0.89084 1.30529  0.233
H8 2.16998 0.94242 0.81519  0.123



Entry 4:
The following is a quantum chemistry calculation of a single C4H8O2 molecule, from the OMol25 dataset.

Results
Spin multiplicity ... 1
HOMO energy ... -9.77 eV
SMILES ... CCOCC=O
Strongest force on any atom ... 0.010 Eh/bohr

Each line ends with the natural charge from an NBO analysis.
Atoms and positions in Å:
C1 0.85899 -0.03620 -1.96014  -0.623
C2 0.24327 0.48573 -0.67899  -0.067
O1 -0.72731 -0.45022 -0.23758  -0.526
C3 -1.19211 -0.16281 1.05530  -0.172
C4 -0.09410 -0.40699 2.07860  0.409
O2 0.15848 0.32973 2.99935  -0.506
H1 0.13435 -0.02920 -2.77915  0.214
H2 1.19914 -1.06504 -1.80894  0.216
H3 1.71919 0.57705 -2.24640  0.215
H4 1.02292 0.61625 0.08893  0.163
H5 -0.22838 1.47034 -0.82900  0.169
H6 -2.01797 -0.85668 1.25607  0.213
H7 -1.56059 0.86824 1.16175  0.186
H8 0.48412 -1.34019 1.90020  0.110



Entry 5:
The following is a quantum chemistry calculation of 2 unconnected molecules or ions with the total composition C4H8O2, from the OMol25 dataset.

Results
Spin multiplicity ... 1
HOMO energy ... -10.22 eV
SMILES ... C/C=C\C=O.O
Strongest force on any atom ... 0.008 Eh/bohr

Each line ends with the natural charge from an NBO analysis.
Atoms and positions in Å:
C1 -0.90165 -0.22477 -1.25463  -0.690
C2 0.14371 0.77579 -0.88595  -0.033
C3 1.22683 0.59468 -0.11143  -0.381
C4 1.61313 -0.65404 0.56718  0.401
O1 0.85801 -1.56540 0.85449  -0.556
H1 -1.81676 0.00399 -0.69597  0.265
H2 -1.13556 -0.17945 -2.32419  0.222
H3 -0.60231 -1.23706 -0.98341  0.240
H4 0.00978 1.77899 -1.29440  0.201
H5 1.91549 1.42401 0.02933  0.216
H6 2.68333 -0.72499 0.85344  0.120
O2 -1.70576 -0.12149 1.75360  -0.953
H7 -1.37526 0.75239 1.99224  0.464
H8 -0.91299 -0.62264 1.49970  0.485



Entry 6:
The following is a quantum chemistry calculation of a single C4H8O2 molecule, from the OMol25 dataset.

Results
Spin multiplicity ... 1
HOMO energy ... -8.33 eV
Strongest force on any atom ... 0.007 Eh/bohr

Each line ends with the natural charge from an NBO analysis.
Atoms and positions in Å:
C1 -1.36838 0.32401 -0.95574  -0.251
C2 -0.44930 1.07606 1.36899  -0.250
O1 -1.12186 -0.13158 0.38176  -0.426
C3 0.24845 -0.15960 0.95028  -0.019
C4 1.42264 -0.09193 0.01227  -0.112
O2 1.73498 -1.32822 -0.59756  -0.707
H1 -0.50649 0.16167 -1.60505  0.177
H2 -1.60817 1.38523 -0.92830  0.218
H3 -2.21441 -0.26218 -1.31822  0.199
H4 -0.98340 0.82816 2.30183  0.132
H5 0.29490 -1.06559 1.56369  0.188
H6 2.28691 0.16974 0.63226  0.207
H7 1.30026 0.72408 -0.71288  0.181
H8 0.96388 -1.62985 -1.09333  0.461



Entry 7:
The following is a quantum chemistry calculation of a molecular structure, C4H8O2, from the OMol25 dataset.

Results
Spin multiplicity ... 1
HOMO energy ... -8.42 eV
Strongest force on any atom ... 0.007 Eh/bohr

Each line ends with the natural charge from an NBO analysis.
Atoms and positions in Å:
C1 0.68930 -1.35752 -0.31511  -0.857
C2 0.47550 0.27822 0.54676  0.343
O1 1.23101 0.31845 1.61727  -0.763
C3 0.22531 1.30117 -0.51693  -0.494
C4 -0.92661 0.78398 0.33001  0.027
O2 -1.91377 0.08837 -0.37065  -0.698
H1 1.43497 -1.25361 -1.10348  0.239
H2 -0.33034 -1.36782 -0.70463  0.286
H3 0.82938 -2.29600 0.24592  0.261
H4 1.18956 -0.79160 0.74984  0.506
H5 0.61650 2.29937 -0.34192  0.240
H6 0.19140 0.98488 -1.55613  0.234
H7 -1.27983 1.42086 1.14273  0.196
H8 -2.43238 -0.40875 0.27632  0.478



Entry 8:
The following is a quantum chemistry calculation of a single C4H8O2 molecule at a distorted geometry, from the OMol25 dataset.

Results
Spin multiplicity ... 1
HOMO energy ... -9.86 eV
SMILES ... O[C@H]1CCOC1
Strongest force on any atom ... 0.071 Eh/bohr

Each line ends with the natural charge from an NBO analysis.
Atoms and positions in Å:
O1 -0.00241 2.10875 0.46052  -0.717
C1 -0.37414 0.91757 -0.18730  0.086
C2 0.73665 0.20607 -0.92862  -0.471
C3 0.51862 -1.23985 -0.49883  -0.066
O2 0.28779 -1.18953 0.89499  -0.514
C4 -0.69010 -0.20676 1.05710  -0.162
H1 -0.18064 1.48090 1.20320  0.492
H2 -1.29730 1.04363 -0.76150  0.170
H3 1.70719 0.57434 -0.57381  0.227
H4 0.67343 0.34124 -2.01062  0.222
H5 1.36942 -1.89103 -0.67790  0.200
H6 -0.37663 -1.64634 -0.99749  0.158
H7 -1.70800 -0.56564 0.87132  0.171
H8 -0.66389 0.06665 2.14893  0.203



Entry 9:
The following is a quantum chemistry calculation of a single C4H8O2 molecule at a distorted geometry, from the OMol25 dataset.

Results
Spin multiplicity ... 1
HOMO energy ... -9.77 eV
SMILES ... OC[C@@H]1CCO1
Strongest force on any atom ... 0.047 Eh/bohr

Each line ends with the natural charge from an NBO analysis.
Atoms and positions in Å:
O1 -0.86934 -1.23502 1.11045  -0.734
C1 -1.47942 -0.15166 0.48325  -0.091
C2 -0.36706 0.75198 -0.03172  0.078
C3 0.48851 0.11633 -1.12080  -0.470
C4 1.49564 -0.22205 -0.07016  -0.055
O2 0.69481 0.68800 0.96305  -0.562
H1 -0.13571 -0.65515 1.55364  0.482
H2 -2.10982 -0.47526 -0.34558  0.176
H3 -2.09362 0.38477 1.21890  0.161
H4 -0.71391 1.76871 -0.22866  0.186
H5 0.88663 0.80732 -1.85670  0.216
H6 0.04141 -0.73468 -1.62565  0.216
H7 2.43854 0.29933 -0.09990  0.191
H8 1.64944 -1.30126 0.10569  0.205



Entry 10:
The following is a quantum chemistry calculation of a single C4H8O2 molecule, from the OMol25 dataset.

Results
Spin multiplicity ... 1
HOMO energy ... -9.89 eV
SMILES ... CC1OCCO1
Strongest force on any atom ... 0.019 Eh/bohr

Each line ends with the natural charge from an NBO analysis.
Atoms and positions in Å:
C1 1.09837 1.59364 -0.81511  -0.631
C2 0.03130 0.76205 -0.08254  0.377
O1 -0.13677 -0.35023 -0.92976  -0.536
C3 -0.64968 -1.46534 -0.20196  -0.099
C4 -0.54966 -1.01303 1.26890  -0.106
O2 0.29408 0.20569 1.19702  -0.530
H1 1.29727 2.55064 -0.33131  0.213
H2 0.70736 1.80562 -1.82643  0.227
H3 2.02912 1.03286 -0.95214  0.221
H4 -0.88368 1.38770 0.01324  0.124
H5 -1.67064 -1.66687 -0.56034  0.178
H6 -0.02404 -2.34258 -0.42439  0.185
H7 -0.02144 -1.71359 1.92602  0.201
H8 -1.55494 -0.83110 1.69917  0.176



Entry 11:
The following is a quantum chemistry calculation of a single C4H8O2 molecule at a distorted geometry, from the OMol25 dataset.

Results
Spin multiplicity ... 1
HOMO energy ... -9.80 eV
SMILES ... COCCC=O
Strongest force on any atom ... 0.032 Eh/bohr

Each line ends with the natural charge from an NBO analysis.
Atoms and positions in Å:
C1 -2.07312 0.74295 -0.11439  -0.254
O1 -1.02359 -0.06665 -0.61796  -0.539
C2 -0.17326 -0.49182 0.41114  -0.065
C3 1.19849 -0.86135 -0.17189  -0.533
C4 2.12281 0.35570 -0.32569  0.447
O2 1.79495 1.45429 0.08355  -0.522
H1 -2.60373 1.18679 -0.98790  0.194
H2 -1.71819 1.59435 0.48851  0.178
H3 -2.80658 0.11706 0.47547  0.166
H4 -0.02575 0.22946 1.25924  0.188
H5 -0.56777 -1.41699 0.90007  0.161
H6 1.07122 -1.42135 -1.12905  0.237
H7 1.69564 -1.53085 0.52283  0.228
H8 3.10887 0.10841 -0.79392  0.112



Entry 12:
The following is a quantum chemistry calculation of a single C4H8O2 molecule, from the OMol25 dataset.

Results
Spin multiplicity ... 1
HOMO energy ... -9.67 eV
SMILES ... C[C@@]1(O)C[C@H]1O
Strongest force on any atom ... 0.009 Eh/bohr

Each line ends with the natural charge from an NBO analysis.
Atoms and positions in Å:
C1 -0.56439 -0.06588 -1.39513  -0.633
C2 0.37546 -0.15071 -0.22237  0.209
O1 1.53105 -0.89645 -0.51164  -0.700
C3 0.55618 0.96033 0.77931  -0.466
C4 -0.08506 -0.33460 1.19578  0.067
O2 -1.41264 -0.17014 1.59622  -0.703
H1 -0.15575 0.57521 -2.18667  0.210
H2 -1.54380 0.32331 -1.10721  0.219
H3 -0.68382 -1.06903 -1.81838  0.220
H4 2.06853 -0.34644 -1.09828  0.467
H5 1.55677 1.22066 1.11524  0.223
H6 -0.15635 1.77999 0.72957  0.227
H7 0.50364 -1.03823 1.78322  0.187
H8 -1.98980 -0.78803 1.14035  0.472



| no. | Kohn-Sham gap (eV) |
| --- | --- |
| 1 | 10.833 |
| 2 | 11.221 |
| 3 | 10.461 |
| 4 | 10.781 |
| 5 | 10.210 |
| 6 | 9.074 |
| 7 | 9.032 |
| 8 | 10.831 |
| 9 | 10.808 |
| 10 | 10.989 |
| 11 | 10.845 |
| 12 | 10.529 |